{
  "formula": "C50H47F2GeNO2PtSb2",
  "method": "ωB97M-V with the def2-TZVPD basis set",
  "elements": ["Pt", "C", "C", "C", "Sb", "C", "C", "C", "C", "C", "C", "C", "C", "C", "C", "C", "C", "Sb", "C", "C", "C", "C", "C", "C", "C", "C", "C", "C", "C", "C", "H", "H", "H", "H", "H", "H", "H", "H", "H", "H", "H", "H", "H", "H", "H", "H", "H", "H", "H", "H", "H", "H", "H", "H", "H", "H", "F", "C", "F", "H", "N", "C", "H", "O", "C", "O", "C", "C", "Ge", "C", "C", "C", "C", "C", "C", "C", "C", "C", "C", "C", "C", "C", "C", "C", "C", "C", "C", "H", "H", "H", "H", "H", "H", "H", "H", "H", "H", "H", "H", "H", "H", "H", "H", "H", "H", "H"],
  "coordinates": [[13.092, 15.864, 12.385], [10.802, 19.505, 12.641], [11.745, 20.655, 12.270], [13.232, 20.265, 12.464], [13.934, 20.899, 14.441], [14.310, 23.012, 13.924], [14.851, 23.437, 12.720], [14.866, 24.780, 12.353], [14.435, 25.779, 13.273], [13.916, 25.379, 14.460], [13.801, 23.989, 14.728], [15.742, 19.837, 14.282], [16.234, 19.339, 15.505], [17.479, 18.811, 15.563], [18.330, 18.780, 14.446], [17.868, 19.270, 13.263], [16.578, 19.837, 13.166], [9.459, 19.677, 14.408], [10.762, 19.614, 16.147], [10.333, 20.324, 17.235], [10.951, 20.182, 18.481], [12.036, 19.371, 18.599], [12.507, 18.685, 17.491], [11.885, 18.796, 16.236], [8.939, 21.799, 14.143], [7.727, 22.083, 13.462], [7.119, 23.328, 13.643], [7.791, 24.310, 14.332], [9.001, 24.076, 14.914], [9.573, 22.840, 14.827], [11.322, 18.574, 12.812], [10.071, 19.311, 11.836], [11.452, 21.579, 12.726], [11.616, 20.888, 11.176], [13.854, 20.792, 11.785], [13.412, 19.171, 12.380], [15.261, 22.719, 12.000], [15.297, 25.027, 11.408], [14.489, 26.811, 12.939], [13.640, 26.060, 15.227], [13.247, 23.690, 15.606], [15.647, 19.471, 16.396], [17.721, 18.250, 16.481], [19.378, 18.439, 14.623], [18.461, 19.264, 12.340], [16.270, 20.209, 12.199], [9.434, 20.947, 17.129], [10.521, 20.779, 19.279], [12.568, 19.215, 19.572], [13.317, 17.926, 17.633], [12.192, 18.284, 15.364], [7.282, 21.262, 12.923], [6.087, 23.457, 13.326], [7.393, 25.323, 14.331], [9.537, 24.867, 15.440], [10.506, 22.611, 15.331], [15.614, 15.948, 13.724], [14.243, 16.299, 13.941], [13.951, 16.097, 15.228], [14.330, 17.398, 13.840], [10.804, 16.199, 14.000], [11.493, 15.234, 13.504], [10.027, 16.002, 14.702], [11.197, 13.912, 13.660], [12.275, 13.015, 13.853], [13.382, 13.406, 14.188], [11.821, 11.573, 13.699], [11.451, 11.083, 12.211], [12.304, 11.811, 10.606], [14.244, 11.653, 10.372], [15.045, 12.477, 11.162], [16.450, 12.321, 11.104], [17.030, 11.368, 10.289], [16.199, 10.586, 9.456], [14.800, 10.720, 9.511], [11.663, 10.631, 9.185], [11.551, 9.273, 9.327], [10.989, 8.496, 8.309], [10.578, 9.079, 7.112], [10.798, 10.405, 6.945], [11.391, 11.170, 7.953], [11.797, 13.671, 10.481], [10.403, 13.964, 10.618], [9.885, 15.246, 10.354], [10.751, 16.318, 10.053], [12.129, 16.160, 10.253], [12.714, 14.837, 10.479], [10.974, 11.333, 14.370], [12.634, 10.953, 13.999], [10.416, 11.326, 12.000], [11.609, 9.969, 12.224], [14.638, 13.292, 11.761], [17.065, 13.032, 11.718], [18.132, 11.233, 10.295], [16.619, 9.825, 8.751], [14.139, 10.091, 8.920], [12.066, 8.760, 10.126], [10.837, 7.401, 8.497], [10.097, 8.517, 6.320], [10.293, 10.897, 6.145], [11.576, 12.223, 7.809], [9.713, 13.130, 10.746], [8.820, 15.476, 10.356], [10.398, 17.210, 9.522], [12.812, 17.021, 10.117], [13.729, 14.659, 10.097]],
  "forces_ev_per_angstrom": [[-0.1964, -0.4787, 0.3535], [-0.7944, 0.3769, 0.3923], [0.3510, -1.0100, -1.8374], [-0.7985, 0.0172, 1.3893], [-1.0002, 0.5285, -0.1717], [0.0381, -1.0085, -0.6969], [0.4912, 0.2849, -1.1544], [-0.0895, -0.1326, 1.3786], [0.6034, -0.5847, -2.0488], [-0.0465, -1.6304, 0.4484], [-0.4523, 1.0003, 0.9455], [0.9530, 0.9284, 0.0643], [-0.7773, 0.8286, -1.1463], [1.0143, -1.5983, 0.6924], [0.8595, -0.3756, 1.5793], [-0.4996, 0.7693, -1.5417], [0.3878, -0.9905, 0.6064], [0.2072, 0.0418, -0.8847], [0.0791, 0.2735, -1.3808], [-0.7569, 0.2185, 0.6964], [-1.2193, 1.3540, -0.4992], [1.4248, -0.7789, 1.2503], [0.5953, -1.5252, -0.8664], [-0.5273, 0.6475, 1.6719], [-0.2235, -0.0312, -0.1323], [0.8500, -0.1357, 1.3183], [-0.2174, -1.2103, -0.5110], [-0.8582, 1.2686, -0.4308], [1.0439, 0.8816, 0.3936], [0.3662, -1.6097, 0.0945], [0.2069, -0.3235, -0.0146], [0.2235, 0.0675, 0.3178], [0.0858, 0.6195, 0.6701], [-0.0026, -0.3298, 0.7657], [0.6363, 0.3380, -0.7947], [-0.1660, 0.6634, -0.0626], [-0.1415, 0.1717, 0.2809], [0.0790, 0.3617, -0.4649], [0.0331, 0.0041, 0.3646], [-0.4524, 0.5679, 0.3446], [0.1039, 0.0424, 0.4187], [-0.2999, -0.3310, 0.2845], [0.4304, 0.6999, -0.4124], [-1.0547, 0.0695, -0.5775], [0.0176, -0.0282, 0.5477], [-0.1988, 0.1252, 0.0035], [0.4164, -0.1245, 0.2711], [0.3229, -0.2524, 0.2667], [-0.6937, 0.2612, -0.9563], [-0.5679, 0.9320, -0.2637], [0.5553, -0.7765, -0.5604], [-0.5075, 0.0659, -0.1067], [0.3076, 0.2718, -0.3413], [-0.1775, -0.2192, 0.3342], [-0.2248, -0.0976, -0.1492], [0.0347, 0.1886, 0.0932], [-1.3134, -0.3561, 0.5391], [3.0276, 1.8511, -0.3791], [-0.2559, -0.8842, 0.1220], [-0.4384, 0.2175, -0.0537], [-0.0639, -1.4669, 0.3266], [-1.4643, 2.2005, 0.6722], [1.1675, -0.1980, -1.1313], [0.6288, -1.8108, 0.6507], [0.2248, 1.1927, 0.6772], [-1.9602, -0.8974, -0.9927], [-0.5831, -0.1356, -1.3409], [0.6667, -0.1322, 1.5037], [1.2207, -0.8530, -0.3099], [-0.7408, 0.7082, 1.0470], [1.4362, -0.2643, -0.6348], [-0.3773, 1.3689, 0.9892], [0.1172, -0.6160, -0.6341], [0.0392, -0.5488, -0.2813], [1.0590, -0.0825, 0.1682], [0.4301, 1.1526, 0.1236], [-0.0226, -1.5157, -0.5851], [0.0275, -1.2867, 0.4248], [-0.0716, -1.1966, 0.6383], [-0.1315, 1.4238, 0.4074], [-0.8352, 0.2853, -0.5072], [-0.9898, 2.5960, 0.9106], [1.3508, -0.0503, -0.7844], [0.8371, 0.9307, -0.1330], [-0.2310, -0.8939, 0.1110], [0.9529, -0.4048, -0.1671], [-1.7283, -1.0074, -1.8910], [0.3421, 0.4638, -0.3534], [0.7472, -0.2307, 0.4016], [-0.3735, -0.3099, 0.1394], [-0.4357, 1.0751, -0.1705], [0.0385, -0.3860, 0.1057], [-0.5002, -0.9579, -0.6400], [-0.9184, 0.1042, -0.1523], [-0.2320, 0.8209, 0.8037], [0.3046, 0.0610, -0.0657], [-0.5233, -0.0713, 0.5779], [0.3305, 1.1373, -0.3378], [-0.0604, -0.1362, 0.2010], [0.3655, 0.3933, -0.8964], [-0.2370, 0.2749, -0.2203], [0.0172, 0.2323, 0.0707], [0.1598, -0.4756, -0.1462], [-0.0597, -0.1445, 0.8570], [-0.4766, -0.6474, -0.4394], [-0.2410, 0.1835, 0.5473]],
  "spin_multiplicity": 3,
  "charge": 0,
  "orbital_gap_ev": [6.187, 5.424],
  "s2": 2.008,
  "e_lumo_ev": [-0.28, -2.41],
  "e_homo_ev": [-6.462, -7.834],
  "max_force_ev_per_a": 3.57
}